[1]
21
Properties=species:S:1:pos:R:3:forces:R:3:mulliken_charge:R:1 method="wB97M-V/def2-TZVPD" homo_ev="-13.70 / -13.70" gap_ev="9.5 / 6.1" charge=+1 lumo_energy_ev="-4.2 / -7.6" s2=0.761 spin_multiplicity=2
N -0.326 -0.421 -0.080 -1.398 -1.291 0.083 -0.266
C -1.317 0.463 -0.052 0.369 0.468 -0.354 0.903
C -2.067 0.687 1.111 -0.153 -0.045 0.013 -0.844
C -1.864 0.694 -2.441 0.056 -0.264 -0.276 -0.682
C -1.568 1.246 -1.274 0.162 -0.061 -0.316 -0.237
H -0.225 -0.931 -0.959 0.833 0.585 -0.121 0.328
H -0.243 -1.044 0.720 0.284 0.098 0.209 0.223
H -2.852 1.429 1.065 0.057 0.032 0.216 0.339
H -1.980 0.024 1.961 0.086 0.158 0.111 0.334
H -1.939 1.250 -3.364 -0.112 0.330 0.147 0.272
H -2.053 -0.362 -2.569 0.047 -0.240 0.187 0.254
H -1.422 2.317 -1.198 -0.148 0.077 0.186 0.364
H 2.830 2.346 -0.017 -0.233 0.092 0.076 0.321
H 1.670 1.335 -0.307 -0.051 0.312 0.159 0.288
O 2.609 1.492 -0.397 0.350 -0.425 -0.241 -0.604
H 0.425 -2.527 4.296 0.113 -0.112 -0.231 0.330
H -0.943 -1.922 4.215 -0.085 -0.108 -0.076 0.323
O -0.267 -2.322 3.655 -0.080 0.319 0.200 -0.637
H 3.790 -0.898 -2.157 0.072 -0.077 0.131 0.320
H 4.001 -1.231 -0.684 0.062 0.074 -0.024 0.316
O 3.742 -1.624 -1.523 -0.229 0.078 -0.077 -0.644



[2]
104
Properties=species:S:1:pos:R:3:forces:R:3:mulliken_charge:R:1 method="wB97M-V/def2-TZVPD" homo_ev="-4.81 / -5.58" gap_ev="6.1 / 6.6" charge=-1 lumo_energy_ev="1.3 / 1.0" s2=0.779 spin_multiplicity=2
K -0.806 -0.545 0.828 0.108 0.063 -0.408 1.698
C -2.630 -3.972 1.269 0.010 -0.005 0.005 -1.048
C -2.466 -3.228 2.556 -0.009 0.022 -0.013 0.401
C -3.222 -3.348 3.738 -0.002 -0.027 -0.038 -1.647
C -2.644 -2.451 4.607 0.069 0.042 -0.021 -0.128
N -1.609 -1.857 3.975 -0.024 -0.015 0.070 1.338
N -1.513 -2.316 2.706 -0.055 -0.074 0.244 -0.545
B -0.803 -0.631 4.519 0.021 -0.068 0.052 -0.362
N -1.593 0.654 4.197 -0.016 0.043 0.016 1.142
C -2.636 1.158 4.885 0.032 -0.011 -0.034 0.038
C -3.187 2.175 4.143 0.012 0.023 -0.041 -1.685
C -2.400 2.222 2.975 -0.008 -0.029 0.038 0.785
C -2.539 3.138 1.803 -0.019 -0.012 -0.015 -1.108
N -1.450 1.297 3.013 -0.022 -0.024 -0.015 -0.730
N 0.659 -0.570 4.013 0.003 0.084 0.079 0.517
C 1.741 -0.407 4.811 -0.062 -0.038 -0.070 -0.114
C 2.855 -0.317 4.013 0.038 -0.009 -0.023 -1.746
C 2.357 -0.430 2.700 -0.020 -0.001 0.000 0.330
C 3.104 -0.454 1.404 0.001 -0.003 0.009 -1.030
N 1.042 -0.568 2.715 -0.013 -0.060 0.155 0.183
N -0.728 -0.816 6.055 0.024 0.017 -0.080 0.973
C -0.391 -1.960 6.693 -0.005 0.073 -0.008 -0.472
C -0.103 -1.646 8.000 -0.004 -0.010 0.030 -1.273
C -0.280 -0.248 8.072 -0.021 -0.005 -0.009 0.835
C -0.122 0.653 9.256 0.005 -0.003 0.001 -1.293
N -0.643 0.241 6.897 0.036 -0.060 0.037 -1.187
H -3.614 -4.440 1.219 -0.005 0.010 0.004 0.342
H -1.874 -4.753 1.170 -0.007 -0.010 0.008 0.275
H -2.513 -3.312 0.407 0.004 0.004 0.003 0.050
H -4.054 -4.006 3.926 0.007 0.008 0.004 0.383
H -2.893 -2.198 5.624 -0.008 -0.009 -0.007 0.532
H -2.886 0.785 5.863 0.004 0.002 -0.019 0.502
H -4.016 2.810 4.412 0.008 -0.005 -0.009 0.416
H -2.712 4.166 2.126 0.002 -0.002 0.004 0.462
H -3.378 2.842 1.168 0.007 0.012 0.008 0.086
H -1.636 3.116 1.195 0.000 -0.008 0.006 0.140
H 1.645 -0.359 5.883 0.015 0.002 -0.003 0.289
H 3.878 -0.193 4.327 -0.012 -0.004 -0.002 0.442
H 3.943 0.244 1.417 -0.005 0.006 0.011 0.384
H 2.449 -0.190 0.572 0.001 -0.005 0.011 -0.005
H 3.501 -1.453 1.205 0.001 0.009 0.004 0.222
H -0.364 -2.900 6.168 0.000 0.000 -0.001 0.527
H 0.190 -2.321 8.788 -0.003 0.012 -0.005 0.396
H 0.316 0.113 10.096 0.005 -0.003 -0.006 0.350
H -1.084 1.055 9.577 0.000 -0.007 0.002 0.273
H 0.524 1.497 9.014 -0.009 -0.001 -0.001 0.298
S -1.306 -2.216 -2.037 -0.103 0.048 -0.037 -0.178
C -0.280 -3.524 -2.207 0.051 0.027 0.068 0.640
C -0.258 -4.171 -3.496 -0.013 -0.051 -0.010 -0.261
N -0.253 -4.676 -4.530 0.011 0.021 -0.005 -0.560
C 0.592 -4.036 -1.209 -0.012 0.070 -0.094 0.322
S 0.794 -3.406 0.324 0.014 -0.046 0.054 -0.148
C 1.413 -5.164 -1.575 -0.040 -0.057 0.026 -0.181
N 2.086 -6.061 -1.840 0.029 0.026 -0.014 -0.582
C 0.968 3.971 -2.944 0.040 -0.005 0.034 -0.535
C -0.168 3.603 -3.655 -0.047 -0.057 0.010 -0.574
C -1.112 2.772 -3.072 0.069 0.033 -0.014 -0.331
C -0.903 2.302 -1.779 -0.078 0.055 -0.117 -0.334
C 0.245 2.643 -1.075 -0.016 -0.023 0.009 0.232
C 1.174 3.493 -1.656 0.004 0.012 -0.004 -0.872
N -1.816 1.427 -1.119 0.104 0.124 0.012 1.113
N -2.977 1.492 -1.534 -0.047 -0.064 0.012 -0.624
C -3.883 0.625 -0.831 0.110 -0.024 0.012 0.025
C -5.133 0.446 -1.397 -0.057 -0.025 -0.010 -0.689
C -6.030 -0.381 -0.736 -0.004 0.020 -0.016 -0.468
C -5.647 -0.964 0.459 0.007 -0.016 0.008 -0.873
C -4.373 -0.702 0.950 0.029 0.069 -0.035 -0.405
N -3.503 0.074 0.312 -0.126 -0.113 0.106 0.505
H 1.708 4.615 -3.404 -0.012 -0.005 0.004 0.379
H -0.306 3.935 -4.675 -0.002 0.011 0.008 0.370
H -1.988 2.452 -3.617 -0.015 0.002 -0.005 0.469
H 0.400 2.243 -0.080 -0.010 -0.001 -0.013 0.400
H 2.068 3.764 -1.110 -0.004 0.000 0.005 0.404
H -5.372 0.937 -2.330 0.000 -0.004 0.003 0.517
H -7.014 -0.563 -1.148 0.005 0.003 -0.008 0.376
H -6.313 -1.612 1.012 -0.007 0.009 -0.008 0.482
H -4.037 -1.133 1.888 0.003 0.008 -0.006 0.302
C 2.754 3.666 -7.103 -0.028 0.017 0.022 -0.885
C 2.869 2.188 -7.462 -0.038 0.054 0.031 -0.727
N 3.092 1.340 -6.299 0.066 -0.086 -0.058 0.310
C 4.434 1.328 -5.733 -0.019 -0.024 -0.010 -0.572
C 5.443 0.549 -6.566 0.042 -0.012 0.003 -1.190
C 1.980 0.872 -5.653 -0.046 0.179 0.119 0.426
O 0.855 1.188 -6.007 -0.014 -0.041 -0.020 -0.643
C 2.187 -0.022 -4.469 0.040 -0.066 -0.107 -0.251
C 2.919 -1.200 -4.516 -0.011 -0.020 0.042 -0.101
C 3.040 -1.950 -3.359 -0.010 -0.013 0.027 -1.326
C 2.441 -1.481 -2.196 -0.024 0.050 -0.080 -0.290
N 1.703 -0.372 -2.149 0.162 0.036 0.106 0.366
C 1.580 0.328 -3.272 -0.093 -0.021 0.029 -0.132
H 2.488 4.251 -7.986 0.020 -0.003 -0.004 0.411
H 3.689 4.067 -6.708 -0.002 -0.015 0.011 0.300
H 1.972 3.805 -6.355 0.007 -0.023 -0.026 0.061
H 3.682 2.021 -8.171 0.013 0.022 0.011 0.354
H 1.943 1.860 -7.925 0.011 -0.034 -0.029 0.396
H 4.381 0.915 -4.729 0.010 0.005 -0.010 0.392
H 4.776 2.362 -5.623 -0.007 0.018 -0.005 0.338
H 5.118 -0.481 -6.717 -0.018 0.004 0.018 0.226
H 6.407 0.530 -6.054 -0.003 0.003 -0.016 0.415
H 5.599 1.003 -7.545 -0.021 -0.012 0.002 0.349
H 3.372 -1.528 -5.444 0.012 -0.013 0.001 0.598
H 3.582 -2.886 -3.345 -0.006 0.006 -0.011 0.464
H 2.541 -2.028 -1.268 -0.003 -0.008 0.010 0.495
H 0.966 1.216 -3.232 -0.002 0.024 -0.004 0.057



[3]
115
Properties=species:S:1:pos:R:3:forces:R:3:mulliken_charge:R:1 method="wB97M-V/def2-TZVPD" homo_ev="-3.85 / -4.33" gap_ev="6.5 / 7.0" charge=-1 lumo_energy_ev="2.7 / 2.7" s2=6.014 spin_multiplicity=5
Fe -0.282 0.072 1.193 0.288 -0.005 -0.370 1.195
C 1.625 0.818 2.302 0.037 0.039 0.200 0.337
C 1.228 -0.359 2.984 0.225 0.268 0.275 0.834
C -0.039 -0.117 3.576 0.112 0.023 0.074 0.533
C -0.433 1.212 3.266 0.115 0.025 0.103 0.837
C 0.589 1.782 2.461 0.109 -0.036 0.238 -0.506
C 0.717 3.210 2.033 -0.070 -0.026 -0.112 -0.764
C -1.593 1.945 3.872 -0.072 -0.020 -0.104 -1.379
C -0.690 -1.026 4.580 -0.089 0.010 -0.062 -1.738
C 2.027 -1.606 3.189 0.011 -0.064 -0.124 -1.508
C 2.971 1.160 1.735 -0.075 0.017 -0.108 -1.547
H 1.365 3.769 2.720 -0.010 -0.016 -0.023 0.343
H -0.250 3.706 2.016 0.096 -0.067 0.036 -0.273
H 1.151 3.298 1.032 -0.038 -0.027 0.059 0.172
H -2.509 1.350 3.895 0.044 0.004 -0.011 0.260
H -1.832 2.853 3.315 0.008 -0.036 -0.002 0.099
H -1.368 2.239 4.904 0.000 0.006 -0.008 0.403
H -0.006 -1.212 5.415 -0.028 0.001 -0.004 0.467
H -0.970 -2.003 4.178 0.021 0.041 -0.029 0.098
H -1.593 -0.572 4.994 0.033 -0.013 -0.018 0.450
H 2.063 -1.875 4.250 0.011 -0.001 -0.028 0.505
H 3.056 -1.477 2.844 -0.047 -0.010 -0.003 0.304
H 1.605 -2.459 2.648 -0.014 0.019 0.018 -0.076
H 3.675 0.343 1.857 0.024 -0.032 0.000 0.433
H 3.383 2.030 2.258 -0.011 -0.004 -0.014 0.434
H 2.946 1.407 0.668 -0.038 -0.032 0.095 -0.039
C -1.749 5.411 1.049 -0.032 0.046 -0.011 -2.052
C -2.125 4.222 0.150 -0.001 0.033 0.022 1.144
C -2.613 4.775 -1.195 -0.015 0.006 -0.035 -1.522
C -3.156 3.315 0.804 -0.062 0.143 0.018 1.605
C -4.246 3.923 1.424 0.049 0.030 -0.031 -0.148
C -5.221 3.187 2.070 0.020 -0.041 -0.017 -1.591
C -5.119 1.807 2.056 0.062 0.003 -0.045 -1.176
C -4.063 1.153 1.423 0.073 0.008 0.000 0.695
C -4.161 -0.363 1.352 0.025 0.015 0.017 0.488
C -2.992 -1.079 2.024 -0.221 0.159 0.068 0.087
C -4.414 -0.815 -0.091 0.040 -0.006 -0.001 -1.477
C -3.030 1.906 0.813 0.177 -0.205 -0.035 -1.813
N -1.866 1.301 0.257 -0.058 -0.289 -0.421 1.711
C -1.746 1.367 -1.111 -0.048 0.014 0.239 0.556
C -2.796 1.535 -2.037 -0.051 -0.073 -0.047 -0.889
C -2.583 1.526 -3.412 0.020 -0.007 0.089 -0.839
C -1.312 1.364 -3.944 -0.041 -0.004 0.093 -0.934
C -0.241 1.223 -3.062 0.009 0.039 -0.160 -0.106
C -0.479 1.237 -1.713 -0.062 -0.010 0.033 -0.109
F 0.591 1.131 -0.864 0.095 0.078 0.040 0.089
H -0.796 5.840 0.729 -0.041 -0.005 0.000 0.379
H -1.659 5.128 2.100 -0.016 0.015 -0.043 0.459
H -2.502 6.201 0.985 0.012 -0.016 0.009 0.531
H -1.232 3.625 -0.030 0.036 -0.008 0.025 -0.538
H -3.554 5.317 -1.056 0.030 0.002 -0.010 0.336
H -2.775 3.986 -1.929 0.004 0.056 0.056 0.245
H -1.878 5.475 -1.605 -0.024 -0.028 0.022 0.427
H -4.320 5.006 1.415 0.011 -0.042 -0.009 0.318
H -6.051 3.678 2.563 0.016 -0.014 -0.009 0.366
H -5.892 1.207 2.528 0.027 0.008 -0.011 0.371
H -5.054 -0.630 1.924 -0.079 0.029 0.014 0.801
H -2.075 -0.752 1.538 -0.176 -0.418 0.002 -0.813
H -3.069 -2.166 1.964 -0.007 0.049 -0.029 0.828
H -2.918 -0.797 3.075 -0.026 -0.001 -0.052 0.520
H -3.506 -0.767 -0.695 -0.047 0.048 0.046 -0.067
H -5.167 -0.176 -0.560 0.018 -0.014 0.039 0.397
H -4.784 -1.841 -0.117 0.010 0.025 -0.005 0.554
H -3.798 1.663 -1.645 0.016 0.003 -0.048 0.544
H -3.432 1.647 -4.076 -0.013 0.000 0.019 0.388
H -1.144 1.350 -5.014 -0.015 0.006 0.027 0.457
H 0.778 1.126 -3.417 -0.396 0.032 0.086 -0.341
C 0.100 -5.041 -1.030 0.058 -0.079 -0.219 -1.563
Ge -0.547 -3.494 0.033 -0.079 0.065 0.172 0.962
C -0.658 -4.200 1.864 0.027 -0.045 0.168 -0.709
C -2.381 -3.446 -0.644 -0.176 0.065 -0.094 -1.250
C 0.359 -1.763 -0.034 -0.481 0.507 -0.248 1.008
H -0.100 -5.947 -0.448 0.005 0.048 -0.070 0.521
H 1.151 -5.030 -1.307 -0.033 -0.047 -0.040 0.411
H -0.480 -5.089 -1.957 0.041 -0.021 0.073 0.431
H 0.261 -4.724 2.144 -0.066 0.053 -0.004 0.403
H -1.492 -4.907 1.933 0.077 0.026 0.026 0.481
H -0.822 -3.392 2.580 -0.009 -0.055 -0.035 -0.406
H -2.694 -4.481 -0.815 -0.002 0.059 -0.013 0.569
H -2.443 -2.903 -1.593 -0.005 -0.062 0.079 0.321
H -3.072 -2.989 0.055 0.002 -0.045 -0.043 0.169
H -0.123 -1.297 -0.919 0.097 -0.073 0.049 -1.138
C 2.869 -3.749 0.276 0.063 -0.085 0.053 -1.498
Ge 2.131 -2.184 -0.675 0.146 -0.062 0.016 1.279
C 2.016 -2.726 -2.575 0.013 -0.071 -0.211 0.555
C 3.113 -3.311 -3.213 -0.097 0.012 -0.086 -0.687
C 3.054 -3.689 -4.551 -0.060 0.075 0.069 -0.729
C 1.890 -3.474 -5.283 0.006 0.010 0.088 -0.631
C 0.794 -2.879 -4.670 0.081 0.020 0.087 -0.974
C 0.860 -2.512 -3.328 0.096 -0.149 -0.089 -0.141
C 3.729 -0.986 -0.718 0.064 0.178 0.043 -0.022
C 4.754 -1.279 0.146 0.193 0.160 -0.061 -0.808
C 5.939 -0.502 0.223 -0.189 -0.169 0.056 -0.901
C 6.092 0.590 -0.570 -0.052 0.109 -0.105 -1.181
C 5.089 0.922 -1.519 0.042 0.016 -0.017 1.508
C 5.257 2.030 -2.392 0.006 -0.066 0.086 -0.860
C 4.330 2.315 -3.349 -0.173 -0.084 -0.030 -0.911
C 3.182 1.496 -3.479 0.203 0.139 -0.052 -1.097
C 2.985 0.444 -2.634 0.108 -0.155 0.194 0.280
C 3.922 0.122 -1.613 -0.080 -0.080 -0.078 0.257
H 3.724 -4.148 -0.279 -0.037 0.000 0.058 0.415
H 2.122 -4.535 0.366 0.082 0.043 0.028 0.417
H 3.195 -3.497 1.284 0.029 0.041 0.020 0.347
H 4.037 -3.467 -2.661 -0.045 0.007 -0.017 0.253
H 3.916 -4.144 -5.026 -0.014 0.005 0.009 0.388
H 1.840 -3.766 -6.326 0.003 0.013 0.026 0.358
H -0.113 -2.699 -5.234 0.001 0.000 0.006 0.421
H -0.005 -2.048 -2.862 0.015 -0.026 -0.040 0.437
H 4.668 -2.123 0.815 -0.006 -0.035 0.070 0.438
H 6.712 -0.775 0.933 -0.025 -0.008 0.001 0.396
H 6.979 1.211 -0.504 -0.028 -0.018 -0.017 0.345
H 6.146 2.642 -2.285 -0.011 -0.017 -0.001 0.378
H 4.467 3.163 -4.008 -0.004 -0.023 -0.014 0.388
H 2.456 1.707 -4.255 0.108 0.058 0.001 0.451
H 2.106 -0.180 -2.748 0.151 0.033 0.085 0.164